50
Properties=species:S:1:pos:R:3:forces:R:3:mulliken_spin:R:1 method="wB97M-V/def2-TZVPD" homo_energy_ev="-0.1 / -1.4" s2=0.76 spin_multiplicity=2 orbital_gap_ha="0.1853 / 0.2346" e_lumo_ev="4.9424 / 4.9409" charge=-2
O -0.62682 -0.94796 -1.16898 -0.69 -1.69 -1.29 0.004
V 0.43670 -0.18885 -0.23278 1.01 0.88 -0.36 0.972
O -0.27242 1.15492 0.39409 0.24 0.99 0.94 0.002
C 4.03378 0.88809 -1.13758 0.64 0.71 0.49 0.003
C 2.99130 1.36857 -2.10213 -2.81 -0.92 0.97 0.006
O 1.72532 0.80725 -1.82412 0.42 -0.67 0.15 -0.004
H 3.70355 0.91448 -0.09914 -0.52 -0.11 -0.06 -0.002
H 4.82535 1.63738 -1.14741 0.84 -0.23 -0.18 0.002
H 4.38434 -0.12415 -1.33903 0.10 0.07 -0.15 0.000
H 3.31216 1.20514 -3.13093 0.22 -0.53 -0.54 0.001
H 2.84112 2.44803 -2.08432 0.50 0.75 0.43 -0.001
C 0.60671 -2.39062 2.06375 0.09 1.87 -3.50 -0.002
O -0.23420 -1.24833 2.15082 -1.52 -0.13 4.16 -0.002
O 1.36708 -1.91595 0.97482 0.60 -1.53 1.83 0.012
C 1.34288 -3.02803 3.39796 -1.19 0.39 -4.76 0.001
F 2.29781 -3.81907 2.95081 1.90 -0.83 -0.98 0.000
F 1.84103 -2.16848 4.17256 1.82 3.24 2.55 0.000
F 0.63946 -3.84182 4.13712 -2.65 -1.22 1.34 0.000
C -1.27960 -1.30546 3.17872 0.21 1.22 -1.62 0.000
C -2.28238 -0.20290 2.82270 -0.75 -0.32 0.48 -0.001
H -2.07699 0.77929 3.24840 0.55 -0.01 -0.29 0.000
H -2.48876 -0.12200 1.75548 0.49 0.01 -0.01 0.002
H -3.23102 -0.47702 3.28426 -0.33 -0.14 0.15 0.000
H -0.92539 -1.12612 4.19385 0.50 -0.09 0.09 0.001
H -1.80011 -2.26315 3.17895 0.13 -0.34 -0.23 0.000
H -0.11474 -3.13663 1.73046 0.13 -1.20 0.13 -0.002
C -2.08180 5.02575 2.71344 -0.36 -2.34 1.17 0.000
C -1.18782 5.46238 1.60627 -1.47 -2.74 1.01 0.001
O -1.05651 6.63239 1.45811 1.32 3.51 -1.24 0.000
N -0.66371 4.46751 0.89073 1.75 -0.14 -1.94 -0.001
C 0.30408 4.69136 -0.19587 -0.15 1.36 -0.34 -0.002
H -3.12260 5.34068 2.63816 0.29 0.47 0.02 0.000
H -1.64479 5.17942 3.70010 -0.06 1.05 -0.04 0.000
H -2.10276 3.93795 2.77951 -0.31 -0.35 -0.49 0.000
H -0.89652 3.48522 0.92232 -0.29 -0.30 0.70 0.004
H 1.02761 5.47506 0.02867 0.56 -0.48 0.99 -0.001
H -0.10441 5.24920 -1.03851 -0.95 -0.53 -0.38 0.000
H 0.76172 3.77402 -0.56622 -0.18 -0.06 0.43 0.003
C -1.22778 -2.24166 -5.08586 0.03 -0.60 0.44 -0.001
C -1.25801 -3.54520 -4.26903 -1.00 -0.47 -2.93 0.001
O -1.83641 -4.56098 -4.73618 0.65 1.18 0.97 0.000
N -0.53567 -3.50185 -3.19277 0.85 -0.40 2.10 -0.001
C -0.40833 -4.61550 -2.26935 -0.36 0.28 0.28 0.001
H -0.53461 -2.40717 -5.91061 -0.29 -0.12 -0.29 0.000
H -0.81269 -1.39737 -4.53543 -0.38 0.04 0.20 0.001
H -2.25069 -2.08261 -5.42712 0.23 0.28 -0.20 0.000
H -0.18060 -2.61659 -2.86058 -0.18 0.39 0.26 0.004
H 0.05417 -4.25539 -1.35038 0.54 0.01 -0.31 -0.001
H 0.12129 -5.43474 -2.75561 0.06 -0.07 0.28 0.000
H -1.37931 -4.95832 -1.91189 -0.23 -0.17 -0.44 0.000


42
Properties=species:S:1:pos:R:3:forces:R:3:mulliken_spin:R:1 method="wB97M-V/def2-TZVPD" homo_energy_ev="-8.2 / -8.2" s2=0.75 spin_multiplicity=2 orbital_gap_ha="0.3146 / 0.2995" e_lumo_ev="0.3549 / -0.0666"
C 3.18072 -0.58842 1.66402 0.17 0.90 -0.58 -0.002
C 2.93564 0.76452 0.90493 0.96 -0.49 -0.01 0.000
C 2.35582 0.58504 -0.52969 -0.50 0.15 0.93 0.003
I 3.14615 2.28566 -1.67940 -0.04 -0.28 0.16 0.000
C 0.79404 0.41310 -0.60052 0.20 -0.78 -0.40 -0.036
P 0.27283 0.79583 -2.38448 -1.27 2.67 0.24 -0.001
N -0.25112 2.31432 -2.53812 0.84 -1.44 -0.29 0.000
C 0.50453 -1.12034 -0.40454 0.04 0.28 -0.27 0.038
C -0.94047 -1.53204 0.02661 0.05 -2.91 -0.65 0.023
C -1.77855 -2.02631 -1.21218 -0.72 0.30 1.12 0.012
C -0.76579 -2.85526 0.86945 0.18 -0.14 -0.79 -0.002
N -1.66645 -0.59637 0.89523 1.93 0.84 0.41 0.331
O -1.36152 -0.77963 2.14145 -0.54 -0.33 -0.10 0.579
C -1.52029 0.83954 0.56630 -0.69 2.06 0.73 0.020
C -2.00562 1.62850 1.84658 -0.32 0.59 -1.11 0.002
C -2.44426 1.36526 -0.57098 0.52 0.18 0.36 -0.005
C -0.00692 1.27124 0.41255 -0.66 -0.72 -0.37 0.054
H 3.88139 -0.38090 2.48881 -0.48 -0.18 -0.10 0.000
H 2.25415 -1.04961 2.03198 0.42 0.03 -0.05 0.001
H 3.72853 -1.24291 0.95999 -0.45 -0.04 0.41 0.000
H 3.94810 1.19119 0.77017 -0.49 -0.16 0.08 0.000
H 2.39983 1.50417 1.52004 0.00 -0.36 -0.40 0.000
H 2.80418 -0.32111 -0.97038 -0.01 0.57 -0.08 0.000
H -0.82178 -0.05260 -2.70554 0.78 -0.40 0.26 0.000
H 1.32925 0.45482 -3.27283 -0.22 -0.49 0.47 0.000
H 0.32690 2.76497 -3.24462 -0.13 0.27 0.17 0.000
H 1.21414 -1.61616 0.28233 -0.26 0.65 -0.21 -0.003
H 0.69614 -1.60122 -1.38967 -0.09 0.07 0.52 -0.003
H -1.17150 -2.69165 -1.84380 -0.16 0.53 0.07 0.000
H -2.59314 -2.65210 -0.79546 0.27 0.33 -0.30 -0.005
H -2.26645 -1.21080 -1.76208 0.34 -0.38 -0.06 0.001
H 0.06721 -2.78828 1.58212 -0.51 0.03 -0.05 0.001
H -1.70150 -3.14350 1.36924 0.38 0.27 -0.05 -0.003
H -0.52759 -3.67162 0.15686 0.01 0.40 0.30 0.000
H -2.27180 2.64479 1.48742 0.26 -0.41 0.28 0.001
H -1.22038 1.73543 2.60297 -0.45 -0.29 -0.05 0.003
H -2.94089 1.20189 2.24107 0.56 -0.01 0.04 -0.003
H -2.33388 0.86348 -1.54031 -0.33 0.09 0.38 -0.001
H -3.47938 1.38265 -0.19520 0.25 -0.39 -0.40 -0.004
H -2.15637 2.41811 -0.73946 -0.10 -0.55 -0.08 0.001
H -0.01488 2.33691 0.12560 0.18 -0.42 0.08 -0.003
H 0.40096 1.15942 1.43350 0.11 -0.03 -0.63 0.000


40
Properties=species:S:1:pos:R:3:forces:R:3:lowdin_charge:R:1 method="wB97M-V/def2-TZVPD" homo_energy_ev=-12.9 spin_multiplicity=1 orbital_gap_ha=0.3078 e_lumo_ev=-4.5398 charge=+1 relative_energy_kcal_mol=150.13
C 0.18447 -0.62750 -4.23226 0.44 0.88 -0.46 -0.066
C 0.87799 0.72871 -3.62569 1.28 -0.51 -0.02 -0.394
O 0.40424 1.99072 -4.24911 2.37 -0.82 1.10 -0.098
C 0.75500 0.85606 -1.96643 0.32 1.21 -0.64 -0.083
C 2.18273 1.56961 -1.48921 -0.44 1.23 0.87 -0.097
C 2.47288 3.08630 -0.93895 2.35 -6.82 -2.04 0.078
N 3.97331 2.99661 -0.77026 -1.50 -4.64 -1.83 0.032
C 4.51540 1.60603 -1.16346 -3.09 0.54 -0.22 0.054
N 3.40269 0.68340 -1.61006 0.13 8.38 2.73 0.101
H 0.92160 -1.54504 -4.08216 -1.69 1.95 -0.05 0.096
H -0.85480 -0.80274 -3.71988 2.01 0.19 -1.23 0.096
H 0.10618 -0.46046 -5.41129 -0.12 -0.40 2.71 0.112
H 2.03939 0.66371 -3.89088 -2.38 -0.06 0.57 0.135
H 1.23077 2.58379 -4.22484 -2.06 -1.16 -0.20 0.119
H 0.56069 -0.17242 -1.43872 0.69 1.98 -0.93 0.123
H -0.18114 1.56726 -1.76783 2.27 -1.50 -0.24 0.141
H 1.70132 3.94747 -0.76025 2.08 -1.79 -0.30 0.151
H 4.59571 3.77901 -0.45209 -0.71 -1.28 -0.47 0.163
H 5.62035 1.21927 -1.16670 -2.36 1.34 0.21 0.161
H 3.38870 -0.30783 -1.93584 0.37 1.27 0.47 0.174
C -1.87610 -2.18927 4.67100 0.03 0.10 0.19 -0.114
C -2.84970 -1.63043 3.64518 -0.09 -0.10 -0.07 -0.272
C -2.56917 -2.10864 2.21835 -0.12 0.07 -0.09 -0.225
C -1.21096 -1.69369 1.64102 0.11 -0.07 0.14 -0.230
C -0.94342 -0.18655 1.60867 0.01 -0.16 -0.05 -0.277
C -1.91872 0.58035 0.72984 -0.03 0.21 0.08 -0.120
H -0.85232 -1.85392 4.48062 -0.05 -0.07 0.04 0.065
H -2.15368 -1.85241 5.67493 0.10 -0.10 -0.10 0.074
H -1.88846 -3.28364 4.66630 0.05 0.10 0.00 0.078
H -2.84585 -0.53520 3.69146 -0.02 -0.08 -0.04 0.100
H -3.86288 -1.94620 3.92181 0.10 0.10 -0.09 0.109
H -3.36922 -1.74502 1.56336 0.07 -0.05 0.02 0.103
H -2.63445 -3.20389 2.19205 0.01 0.12 0.01 0.113
H -1.13556 -2.08897 0.61996 -0.01 0.03 0.04 0.105
H -0.40977 -2.17935 2.21026 -0.08 0.02 -0.04 0.102
H 0.07056 -0.02490 1.22426 0.04 0.00 0.09 0.086
H -0.95674 0.22727 2.62220 0.01 -0.06 -0.05 0.103
H -1.89491 0.20707 -0.29841 -0.10 -0.02 0.04 0.061
H -1.65195 1.64191 0.71064 -0.11 -0.05 -0.05 0.068
H -2.94418 0.50351 1.10235 0.11 0.01 -0.11 0.074


43
Properties=species:S:1:pos:R:3:forces:R:3:lowdin_charge:R:1 method="wB97M-V/def2-TZVPD" homo_energy_ev=-9.2 spin_multiplicity=1 orbital_gap_ha=0.3562 e_lumo_ev=0.4543 smiles="CC(C)C[C@H](NC(=O)[C@@H](N)CCCCN)C(=O)O" relative_energy_kcal_mol=158.32
C 5.41612 -0.15611 0.24443 0.44 1.55 2.23 -0.112
C 4.03744 -0.23479 -0.71443 10.15 0.01 -2.46 -0.459
C 4.60215 -1.46171 -1.49634 2.72 -1.13 -1.14 -0.148
C 2.87913 -0.72969 -0.24912 -7.68 -3.99 0.32 -0.272
C 2.09511 0.16783 0.66705 -1.39 -1.97 2.86 -0.149
N 0.67992 -0.40034 1.03467 2.35 -0.16 0.89 0.141
C -0.28765 -0.76380 0.21248 0.06 1.82 -1.77 -0.416
O -0.18793 -0.41122 -0.98792 -1.08 -1.35 0.58 0.001
C -1.59378 -1.31727 0.88403 1.74 2.69 3.07 -0.219
N -1.55998 -0.66453 2.38690 -0.63 -5.28 -0.05 0.013
C -2.80931 -0.90914 0.16311 0.22 -1.41 -1.25 -0.202
C -2.96315 0.59225 0.13974 -0.71 0.48 -0.96 -0.194
C -4.16952 1.13062 -0.61401 -2.18 2.75 1.93 -0.195
C -5.58248 0.60967 -0.37409 0.38 -5.68 1.46 -0.231
N -5.87712 -0.65200 -1.31777 -1.25 0.18 0.80 -0.037
C 1.99478 1.58224 0.21261 0.07 -0.16 -1.51 -0.476
O 2.80495 2.30775 0.71009 -0.38 1.53 -0.51 0.124
O 1.17097 1.86264 -0.86320 1.85 1.04 2.17 0.118
H 6.13859 0.46456 -0.52794 -1.60 -0.99 2.85 0.109
H 6.17715 -1.06705 0.72234 -2.83 1.87 -2.01 0.125
H 4.99406 0.31647 1.31240 1.83 -0.22 -2.86 0.094
H 4.14142 0.74836 -1.25817 -0.91 -1.11 0.50 0.163
H 5.71032 -1.29802 -1.86982 -2.00 -0.16 0.96 0.097
H 4.15024 -1.88560 -2.45824 -0.31 0.59 1.61 0.093
H 4.65981 -2.18742 -0.58141 0.04 0.42 -2.59 0.092
H 2.27995 -0.97917 -1.23119 0.38 0.64 1.83 0.168
H 2.96035 -1.82607 0.18132 -0.06 2.34 -0.26 0.174
H 2.79492 0.19254 1.62094 -2.17 0.10 -1.46 0.184
H 0.42897 -0.59690 1.98840 0.38 0.21 0.59 0.104
H -1.55965 -2.38128 0.99396 0.28 -0.59 0.33 0.131
H -1.92263 0.26637 2.46961 -0.48 -0.02 -0.12 0.032
H -2.10314 -1.42262 3.02436 1.47 2.92 -1.86 0.136
H -3.63181 -1.32055 0.72754 -0.54 -0.16 0.18 0.111
H -2.71430 -1.60621 -0.74278 -0.63 1.88 0.24 0.158
H -2.17273 1.18085 -0.29992 0.88 -0.51 -0.33 0.110
H -2.93175 0.92858 1.17870 -0.73 0.02 -0.15 0.100
H -4.16640 1.02760 -1.66174 1.08 0.02 -1.48 0.090
H -4.24412 2.29208 -0.37306 0.32 -2.20 -0.64 0.154
H -5.92178 0.32246 0.66487 1.34 0.00 -0.35 0.110
H -6.37557 1.19221 -0.55617 -2.26 3.05 -1.60 0.041
H -6.82744 -1.18947 -1.20750 2.23 1.95 0.21 0.094
H -5.19131 -1.38069 -1.16806 0.22 0.11 0.16 0.006
H 0.61024 1.09322 -0.99967 -0.61 -1.09 -0.41 0.037